DFT (ωB97M-V/def2-TZVPD) results for one molecule with the formula C10H8F3NS.

Values from the calculation:
* HOMO-LUMO gap: 9.6 eV
* highest occupied orbital energy: -9.0 eV
* energy above the lowest of the compared OMol25 structures with the same formula, charge and spin: 18.9 kcal/mol

Each atom is followed by the atoms it is bonded to, with distances in Å.
Atoms and positions in Å:
1 C -2.505 -1.715 0.224  C2 1.404, C3 1.386, H16 1.159
2 C -1.834 -1.468 1.432  C1 1.404, C4 1.372, H17 0.999
3 C -1.792 -1.705 -0.964  C1 1.386, C5 1.416, H18 1.142
4 C -0.587 -0.896 1.441  C2 1.372, C6 1.393, H19 1.145
5 C -0.477 -1.181 -0.976  C3 1.416, C6 1.377, H20 1.060
6 C 0.099 -0.850 0.229  C4 1.393, C5 1.377, C9 1.806
7 C 2.201 1.729 -1.128  C8 1.498, N11 1.260, H21 1.011
8 C 2.545 2.243 0.237  C7 1.498, S15 1.819, H22 1.060, H23 0.990
9 C 1.761 -0.203 -0.055  C6 1.806, C10 1.568, N11 1.405, S15 1.793
10 C 2.565 -1.549 -0.017  C9 1.568, F12 1.358, F13 1.323, F14 1.371
11 N 1.929 0.506 -1.257  C7 1.260, C9 1.405
12 F 2.169 -2.263 -1.103  C10 1.358
13 F 3.870 -1.366 -0.139  C10 1.323
14 F 2.477 -2.374 1.074  C10 1.371
15 S 2.181 0.843 1.339  C8 1.819, C9 1.793
16 H -3.600 -2.071 0.357  C1 1.159
17 H -2.299 -1.535 2.313  C2 0.999
18 H -2.285 -1.922 -1.972  C3 1.142
19 H -0.101 -0.614 2.439  C4 1.145
20 H -0.087 -1.203 -1.962  C5 1.060
21 H 2.224 2.295 -1.965  C7 1.011
22 H 3.555 2.530 0.092  C8 1.060
23 H 2.087 3.087 0.478  C8 0.990

Here are the Mulliken charges for atoms 1 to 8, given in e:
1 C -0.301
2 C -0.681
3 C -0.602
4 C -0.329
5 C -0.303
6 C 0.423
7 C -0.399
8 C -0.762